Record 1
Molecular formula: C16H19AgN8O5Se2Te2
Method: DFT, the ωB97M-V functional and the def2-TZVPD basis

```
53
Properties=species:S:1:pos:R:3:forces:R:3:mulliken_charge:R:1
Ag -2.340 -0.274 -1.661 -0.58 1.27 -0.40 0.340
O -3.730 5.641 -1.314 0.57 0.83 0.07 -0.595
C -2.424 5.552 -1.422 -0.09 -0.32 -0.02 0.416
O -1.683 6.514 -1.345 0.01 0.06 -0.06 -0.676
C -1.871 4.181 -1.663 -0.33 0.28 0.09 0.646
C -0.549 3.946 -1.949 0.24 -0.27 -0.14 -0.580
N -0.420 2.619 -2.129 0.03 0.09 0.07 0.069
N -1.569 1.966 -1.959 -0.28 0.57 0.21 -0.381
C -2.473 2.894 -1.673 -0.23 -0.23 -0.13 -0.410
C -3.920 2.470 -1.433 0.26 -0.62 0.00 1.002
O -4.734 3.428 -1.312 -0.29 -0.52 0.05 -0.829
O -4.166 1.243 -1.366 0.12 1.24 -0.05 -0.702
H -4.163 4.706 -1.334 -0.30 -0.43 -0.03 0.495
H 0.275 4.636 -2.061 -0.09 -0.12 0.09 0.520
H 0.430 2.086 -2.238 0.19 -0.07 -0.09 0.276
Se -3.232 -2.402 -0.922 -0.95 -1.61 0.65 -0.378
Te -3.142 -4.644 -1.912 0.39 0.35 -0.16 -0.389
Te -0.027 -3.761 -3.213 -0.60 0.03 0.17 -0.481
Se -0.384 -1.634 -2.013 1.88 -0.90 -0.38 -0.138
C 2.818 -3.504 -0.393 0.15 -0.08 0.04 -1.056
C 4.041 -2.877 -1.071 -0.21 -0.14 -0.09 1.015
C 3.896 -2.879 -2.592 0.04 -0.04 -0.06 -1.318
C 4.314 -1.474 -0.551 -0.47 0.19 -0.17 -1.345
N 3.185 -0.556 -0.762 1.13 0.11 -0.38 0.797
C 2.088 -0.386 -0.042 -0.47 -0.14 0.46 -0.311
N 1.420 0.631 -0.502 0.05 0.79 -0.44 -0.060
N 2.145 1.100 -1.554 0.36 -0.70 0.50 -0.260
N 3.221 0.398 -1.716 -0.61 0.01 0.30 -0.778
H 2.682 -4.536 -0.721 0.03 0.06 0.00 0.375
H 1.895 -2.986 -0.669 0.02 -0.01 -0.01 -0.068
H 2.927 -3.505 0.700 -0.01 0.02 -0.08 0.340
H 4.932 -3.452 -0.793 0.05 -0.06 -0.01 0.243
H 2.952 -2.416 -2.893 0.08 -0.01 0.02 0.130
H 3.877 -3.905 -2.972 -0.04 0.10 0.05 0.397
H 4.725 -2.345 -3.073 -0.09 -0.06 0.06 0.360
H 5.159 -1.026 -1.067 0.07 0.07 -0.06 0.378
H 4.533 -1.494 0.515 -0.06 0.05 0.11 0.460
H 1.801 -1.010 0.791 0.00 0.08 -0.12 0.530
N -0.975 -1.120 5.834 -0.07 -0.14 0.13 -0.397
C -1.359 0.050 5.237 -0.06 -0.18 -1.03 0.288
O -1.544 1.061 5.874 -0.01 0.35 0.28 -0.625
C -1.498 0.008 3.716 0.19 -0.15 1.24 1.044
C -1.051 -1.053 2.958 0.20 -0.44 -0.70 -0.881
C -1.223 -1.008 1.572 0.24 -0.27 0.48 -0.969
N -1.768 0.029 0.962 -0.19 0.33 -0.26 0.511
C -2.193 1.048 1.690 0.02 0.13 0.67 -0.275
C -2.085 1.076 3.087 -0.34 0.57 -0.78 -0.819
H -1.050 -1.111 6.838 0.00 -0.03 0.03 0.260
H -1.197 -1.990 5.380 0.05 0.02 -0.04 0.202
H -0.549 -1.908 3.396 -0.04 0.01 -0.03 0.269
H -0.916 -1.821 0.920 0.01 -0.06 0.01 0.634
H -2.637 1.879 1.153 -0.02 -0.03 -0.01 0.286
H -2.447 1.915 3.665 0.02 -0.01 -0.04 0.439
```
Forces are in eV/Å.

* LUMO: 3.89 eV
* HOMO: -0.54 eV
* strongest force on any atom: 0.0413 Eh/bohr
* E_tot: -6921.380954 a.u.
* Kohn-Sham gap: 4.44 eV
* charge: -2
* spin multiplicity: 1
* energy above the lowest of the compared OMol25 structures with the same formula, charge and spin: 2.5680 eV
* M: 924.37 u

Record 2
Molecular formula: C16H19BrN11Pd
Method: DFT, the ωB97M-V functional and the def2-TZVPD basis

```
48
Properties=species:S:1:pos:R:3:forces:R:3:mulliken_spin:R:1
Pd -0.163 0.040 -0.105 -0.59 0.64 -0.07 1.358
Br 0.744 -2.399 -0.881 -0.04 -0.54 -0.43 0.080
C -0.465 -2.596 -2.344 0.23 0.48 0.58 0.101
C -0.392 -3.759 -3.083 -0.09 -0.24 -0.26 0.020
C -1.259 -3.936 -4.158 0.22 -0.08 0.18 0.027
C -2.175 -2.951 -4.468 -0.24 0.30 -0.06 0.139
C -2.244 -1.769 -3.715 0.17 -0.17 0.07 0.010
C -3.183 -0.764 -4.041 -0.08 -0.19 -0.22 0.225
C -3.253 0.411 -3.313 0.17 0.33 0.42 0.035
C -2.394 0.609 -2.242 -0.56 0.06 -0.59 0.089
C -1.444 -0.349 -1.854 1.00 -0.16 1.00 0.488
C -1.368 -1.558 -2.608 -0.21 -0.12 -0.33 0.048
H 0.326 -4.528 -2.836 0.02 0.04 0.05 -0.005
H -1.205 -4.844 -4.741 -0.02 0.01 -0.01 0.003
H -2.855 -3.075 -5.302 0.02 -0.04 0.00 0.004
H -3.852 -0.926 -4.878 0.02 -0.01 0.01 -0.002
H -3.973 1.176 -3.573 -0.01 -0.04 -0.05 0.007
H -2.487 1.548 -1.713 0.10 -0.06 0.07 0.017
N 0.154 -0.796 2.103 -0.06 -0.11 -0.10 0.084
C 0.114 0.174 3.220 0.13 0.32 0.01 0.001
C 0.732 1.519 2.847 0.08 -0.20 0.03 -0.014
C 2.253 1.495 2.607 -0.16 -0.01 -0.24 0.001
C 2.644 1.649 1.139 0.05 0.03 0.30 -0.002
N 2.163 0.533 0.301 0.03 -0.09 -0.17 0.082
H -0.561 -1.503 2.242 0.00 -0.04 0.05 -0.004
H 1.046 -1.273 2.100 0.03 -0.11 0.06 -0.005
H 0.640 -0.232 4.088 -0.07 -0.03 0.04 0.005
H -0.925 0.322 3.507 -0.04 -0.07 -0.06 -0.003
H 0.491 2.227 3.641 0.01 -0.03 0.02 0.000
H 0.243 1.878 1.941 -0.09 0.11 -0.01 0.015
H 2.695 0.576 3.008 0.01 0.01 0.05 0.000
H 2.716 2.321 3.147 0.08 -0.05 0.02 0.000
H 3.733 1.727 1.069 -0.02 0.04 -0.05 0.004
H 2.228 2.576 0.746 -0.04 -0.03 -0.06 0.001
H 2.657 -0.310 0.575 0.12 -0.03 -0.08 -0.004
H 2.417 0.725 -0.665 0.07 -0.01 -0.02 -0.004
N -1.915 3.223 0.243 -0.31 0.03 -0.15 0.357
C -2.478 2.144 0.836 0.28 -0.19 0.21 0.027
N -3.656 2.165 1.481 0.12 0.20 -0.04 0.109
N -3.829 0.933 1.886 -0.28 0.25 0.07 0.031
N -2.807 0.178 1.521 0.46 -0.26 -0.07 0.145
N -1.933 0.909 0.866 -0.66 0.00 -0.01 0.147
C -0.853 3.185 -0.603 0.48 -0.12 0.04 0.010
N -0.487 4.199 -1.401 -0.24 0.02 0.33 0.106
N 0.556 3.745 -2.051 -0.04 0.21 -0.11 0.018
N 0.830 2.511 -1.677 0.19 -0.34 0.20 0.129
N -0.030 2.130 -0.754 -0.21 0.36 -0.56 0.137
H -2.404 4.110 0.335 -0.02 -0.05 -0.07 -0.018
```
Forces are in eV/Å.

* LUMO (alpha / beta): -3.84 / -6.75 eV
* HOMO (alpha / beta): -11.45 / -12.35 eV
* strongest force on any atom: 0.0277 Eh/bohr
* E_tot: -3924.898103 a.u.
* Kohn-Sham gap (alpha / beta): 7.60 / 5.60 eV
* charge: +1
* <S²>: 6.05
* spin multiplicity: 5
* energy above the lowest of the compared OMol25 structures with the same formula, charge and spin: 0.4901 eV
* M: 551.73 u

Record 3
Molecular formula: C16H19GaNO6
Method: DFT, the ωB97M-V functional and the def2-TZVPD basis

```
43
Properties=species:S:1:pos:R:3:forces:R:3:mulliken_charge:R:1
Ga -0.552 -0.754 -0.841 -0.23 0.54 0.51 0.439
C -1.676 -0.090 1.581 0.08 -0.15 0.12 -0.542
C -1.149 1.119 1.902 -0.38 -0.20 0.15 1.051
C 0.296 1.021 1.885 0.31 -0.28 -0.06 1.173
C 0.653 -0.248 1.567 -0.11 -0.06 0.00 -0.746
C -0.571 -1.029 1.258 0.06 0.34 -0.76 3.117
C -0.647 -2.441 1.808 -0.01 0.21 -0.25 -1.953
C 2.023 -0.844 1.559 -0.06 0.15 -0.05 -1.959
C 1.232 2.155 2.144 -0.09 -0.18 -0.03 -2.118
C -1.870 2.394 2.210 0.05 -0.20 -0.16 -2.002
C -3.100 -0.542 1.521 0.15 0.15 -0.10 -1.744
H -0.524 -2.403 2.894 -0.04 -0.11 0.04 0.392
H 0.136 -3.067 1.385 0.02 -0.13 0.04 0.422
H -1.609 -2.897 1.577 -0.04 -0.11 0.02 0.436
H 2.408 -0.948 2.577 0.07 -0.03 -0.02 0.378
H 2.719 -0.218 1.000 0.14 0.01 -0.03 0.368
H 2.007 -1.828 1.096 0.10 -0.05 -0.05 0.303
H 1.340 2.357 3.211 0.00 0.10 0.07 0.353
H 0.875 3.056 1.652 0.03 0.21 -0.02 0.385
H 2.214 1.917 1.743 0.15 0.08 -0.01 0.420
H -1.400 2.907 3.049 -0.01 0.08 0.06 0.375
H -2.914 2.213 2.457 -0.05 0.04 -0.02 0.440
H -1.828 3.053 1.342 -0.07 0.15 -0.02 0.345
H -3.352 -1.155 2.392 -0.06 -0.02 -0.03 0.292
H -3.258 -1.148 0.625 -0.13 0.00 0.05 0.277
H -3.789 0.297 1.474 -0.10 0.06 0.00 0.510
O -3.260 1.197 -2.869 0.09 -0.11 0.03 -0.675
C -2.433 0.452 -2.387 -0.35 0.33 -0.21 0.591
O -1.749 0.684 -1.310 0.25 -0.13 0.36 -0.484
C -2.115 -0.921 -3.046 -0.18 -0.30 -0.48 0.556
O -2.571 -1.244 -4.121 0.03 0.16 0.25 -0.652
O -1.318 -1.679 -2.336 0.34 -0.02 0.60 -0.558
O 1.648 2.267 -1.931 -0.04 0.22 -0.03 -0.650
C 1.805 1.102 -2.188 0.40 0.22 -0.35 0.112
C 2.806 0.544 -3.217 0.01 0.08 0.05 -0.438
C 2.823 -0.957 -2.952 -0.01 -0.09 -0.05 -0.571
C 1.689 -1.133 -1.962 1.04 -0.07 -0.38 0.478
O 1.278 -2.182 -1.480 -0.20 -0.35 0.12 -0.675
N 1.156 0.045 -1.617 -1.10 -0.52 0.58 0.410
H 3.779 1.022 -3.111 -0.08 0.08 0.01 0.319
H 2.412 0.787 -4.206 0.05 0.02 0.01 0.254
H 3.757 -1.293 -2.500 -0.04 -0.07 0.00 0.266
H 2.630 -1.569 -3.834 0.03 -0.02 0.06 0.307
```
Forces are in eV/Å.

* LUMO: 2.91 eV
* HOMO: -4.76 eV
* strongest force on any atom: 0.0261 Eh/bohr
* E_tot: -3052.304029 a.u.
* Kohn-Sham gap: 7.67 eV
* charge: -1
* spin multiplicity: 1
* energy above the lowest of the compared OMol25 structures with the same formula, charge and spin: 0.7679 eV
* M: 391.05 u